(1)
19
Properties=species:S:1:pos:R:3:forces:R:3:lowdin_charge:R:1 method="wB97M-V/def2-TZVPD" lumo_ha=0.00244 relative_energy_ev=1.873 e_homo_ev=-7.62 orbital_gap_ev=7.685
Cl 0.249652 0.621333 -2.858094 -0.3 -0.4 0.1 0.611
C -0.772231 0.517421 -1.412874 2.3 4.3 1.5 -0.555
N -1.352334 1.717426 -1.125503 -0.2 -1.4 -2.1 -0.013
C -1.571490 2.174370 0.044843 -1.4 0.7 -0.6 -0.192
C -0.761504 2.020040 1.168041 1.7 -3.4 -1.3 -0.043
C 0.389611 1.202201 1.104119 -1.8 1.3 0.0 0.048
C 0.377071 0.012290 0.307011 -0.3 1.1 -1.9 -0.424
O 1.478617 -0.460178 -0.332747 1.5 0.0 -0.2 -0.048
C 1.594916 -1.864987 -0.091670 -1.0 1.4 1.9 -0.097
C 0.150403 -2.199849 0.245961 0.0 -0.7 -0.6 -0.144
O -0.373487 -1.015514 0.737768 -1.1 0.0 1.8 -0.014
H -1.379784 -0.298743 -1.389390 -1.3 -2.4 0.3 0.061
H -2.243792 3.048744 0.017371 0.3 -0.3 0.4 0.121
H -0.965355 2.793181 1.802851 0.5 1.8 2.1 0.069
H 1.283679 1.648665 1.499895 0.6 -0.4 0.1 0.114
H 2.345792 -1.972920 0.707010 -0.7 -0.3 0.2 0.139
H 1.893929 -2.489990 -0.851809 1.0 -0.5 -2.5 0.101
H -0.546452 -2.501210 -0.568688 1.1 -0.3 0.0 0.145
H 0.202761 -2.952281 0.995907 -0.7 -0.7 0.8 0.119

=====

(2)
18
Properties=species:S:1:pos:R:3:forces:R:3:lowdin_charge:R:1 method="wB97M-V/def2-TZVPD" lumo_ha="-0.00840 / -0.00260" relative_energy_ev=4.600 e_homo_ev="-7.21 / -7.18" orbital_gap_ev="6.986 / 7.105"
C 1.895412 0.263382 0.077062 -1.1 -0.9 -1.1 -0.575
C -0.499739 -0.476714 0.180957 1.8 0.3 -1.2 -0.430
C -0.355622 1.999903 0.050063 3.3 0.0 0.6 0.022
C 1.355931 -2.077032 0.035172 -1.6 -3.1 -1.3 -0.064
C -2.356050 0.957408 -0.377670 -3.1 0.5 -3.0 -0.080
N 0.937013 -0.664195 0.076579 0.4 0.2 1.1 -0.118
N -0.997419 0.818555 0.088116 -1.5 -1.7 -0.8 -0.147
O -1.140686 -1.493195 0.144377 -1.4 0.1 0.4 0.073
P 3.434336 0.693729 -0.177341 0.7 0.9 0.3 0.764
H 0.757431 1.812814 0.122350 -1.4 1.3 0.1 0.022
H -0.849421 2.849807 -0.398944 0.1 -0.2 0.0 0.066
H 2.376127 -2.288575 0.375830 -0.3 0.7 -0.1 0.075
H 0.631868 -2.746372 0.602209 1.0 1.3 -0.2 0.096
H 1.201002 -2.605066 -1.019878 0.6 1.7 1.7 0.131
H -2.964560 0.081132 -0.815462 1.7 0.7 1.4 0.114
H -2.978281 1.427756 0.391865 0.1 -0.1 -0.2 0.086
H -2.401503 1.661767 -1.354035 0.5 -1.2 2.4 0.129
H 4.099324 -0.016035 0.861905 0.1 -0.5 0.1 -0.164

=====

(3)
50
Properties=species:S:1:pos:R:3:forces:R:3:lowdin_charge:R:1 method="wB97M-V/def2-TZVPD" lumo_ha="-0.29097 / -0.29058" total_charge=+2 relative_energy_ev=1.061 e_homo_ev="-13.80 / -13.79" orbital_gap_ev="5.879 / 5.885"
Ir 0.438008 0.395109 -0.832377 0.8 0.6 0.6 1.327
F -1.384578 4.972353 0.104642 0.0 0.0 0.0 0.193
C -1.711826 4.115969 -0.842046 0.1 0.1 0.1 -0.690
F -2.984282 4.227050 -1.159804 0.0 0.0 0.0 0.195
F -0.950259 4.280103 -1.904427 0.0 0.0 0.0 0.188
S -1.449910 2.400480 -0.186202 -0.9 0.0 -0.6 0.676
O 0.003081 2.281346 0.108031 0.3 -0.6 -0.3 -0.362
O -2.333979 2.233146 0.926069 0.1 0.1 0.2 -0.259
N -1.678761 1.523403 -1.446222 0.5 -0.4 0.2 -0.363
S -2.360165 0.348037 -2.262595 -0.4 -0.2 -0.2 0.641
O -1.633185 -0.896850 -2.012103 -0.1 0.0 -0.1 -0.385
O -3.776248 0.261066 -2.275476 0.0 0.3 0.1 -0.212
C -1.787841 0.867846 -3.943362 0.0 0.0 0.0 -0.689
F -2.178649 -0.051006 -4.804204 0.0 0.0 0.0 0.186
F -0.454284 0.944266 -3.947913 0.0 0.0 0.0 0.129
F -2.302141 2.041418 -4.242960 0.0 0.0 0.0 0.190
C 5.017761 -0.337702 2.542383 0.0 0.0 0.0 -0.032
C 3.678324 -0.040234 2.828804 0.0 0.0 0.0 -0.036
C 2.743499 0.022941 1.820362 0.0 0.0 0.0 -0.018
C 3.130144 -0.212214 0.494798 0.0 0.0 0.1 -0.162
C 2.215859 -0.136087 -0.596884 0.4 0.1 0.1 -0.271
C 2.648322 -0.345051 -1.913743 -0.6 0.2 0.0 -0.083
C 3.996221 -0.609978 -2.195795 0.1 -0.1 -0.1 -0.038
C 4.881930 -0.690719 -1.156482 0.0 0.0 0.0 0.042
C 4.484613 -0.500163 0.197113 0.0 0.0 0.1 -0.146
C 5.418219 -0.562553 1.247616 0.0 0.0 0.0 0.009
H 5.741000 -0.381152 3.345044 0.0 0.0 0.0 0.122
H 3.383616 0.148580 3.852458 0.0 0.0 0.0 0.116
H 1.709687 0.263834 2.032507 0.0 0.0 0.0 0.097
H 1.932333 -0.304954 -2.745474 0.0 0.1 0.0 0.109
H 4.325464 -0.757558 -3.213953 0.0 0.0 0.0 0.124
H 5.925134 -0.899238 -1.360832 0.0 0.0 0.0 0.137
H 6.454579 -0.781004 1.024723 0.0 0.0 0.0 0.129
N -2.980778 0.383440 2.983425 0.0 0.1 -0.1 0.153
C -2.107530 -0.832493 2.859853 0.1 0.0 -0.1 -0.138
P -1.895054 -1.050337 1.037290 0.0 -0.1 0.0 0.507
O -3.171848 -0.538403 0.469329 0.0 0.1 0.1 -0.321
O -0.520803 -0.443800 0.763497 -0.3 0.0 -0.1 -0.440
C -1.885981 -2.828467 0.535997 0.0 0.0 0.0 -0.139
N -2.844443 -2.920585 -0.615725 0.0 -0.1 0.0 0.146
H -3.802489 0.261101 2.375331 0.0 0.0 0.0 0.153
H -2.518369 1.222704 2.595941 0.0 0.0 0.0 0.124
H -3.270228 0.560286 3.946138 0.0 0.0 0.0 0.181
H -2.628098 -1.667642 3.325277 0.0 0.0 0.0 0.117
H -1.166769 -0.650593 3.372942 0.0 0.0 0.0 0.116
H -2.236022 -3.483881 1.332059 0.0 0.0 0.0 0.115
H -0.898365 -3.151083 0.215064 0.0 0.0 0.0 0.118
H -2.380631 -2.632010 -1.486707 0.0 0.1 0.0 0.129
H -3.577448 -2.201540 -0.470805 0.0 0.0 0.0 0.137
H -3.256829 -3.847180 -0.720602 0.0 0.0 0.0 0.179

=====

(4)
103
Properties=species:S:1:pos:R:3:forces:R:3:mulliken_spin:R:1 method="wB97M-V/def2-TZVPD" lumo_ha="-0.15409 / -0.13662" total_charge=+1 relative_energy_ev=2.845 s2=0.774 e_homo_ev="-9.58 / -9.56" spin_multiplicity=2 orbital_gap_ev="5.390 / 5.839"
Ru 0.255306 -0.213466 0.143613 -1.3 -0.3 1.0 1.104
I -0.403714 1.115391 -2.547428 0.5 0.0 0.1 0.027
C 1.415064 1.583155 -3.526356 -0.6 0.1 0.3 -0.002
C 1.477873 2.837585 -4.067293 -0.1 -0.1 0.2 0.007
C 2.529736 3.182035 -4.931372 0.1 0.0 -0.1 0.000
C 3.438818 2.232957 -5.290426 -0.1 0.1 0.0 -0.002
C 3.383410 0.928316 -4.745244 -0.1 0.0 0.2 0.012
C 4.293375 -0.052008 -5.191077 0.1 -0.1 0.0 -0.001
C 4.237298 -1.325644 -4.706034 0.1 0.1 -0.1 0.006
C 3.349666 -1.624987 -3.666143 -0.2 0.1 0.1 -0.004
C 2.474590 -0.691596 -3.154183 -0.4 0.1 -0.1 -0.009
P 1.823760 -1.179734 -1.487858 0.1 -0.1 1.0 -0.034
C 1.334852 -2.903581 -1.733369 -0.2 0.0 0.0 0.003
C 0.855558 -3.347685 -2.964208 0.1 0.0 0.1 -0.007
C 0.460055 -4.665919 -3.115242 -0.1 0.0 0.0 0.001
C 0.520044 -5.539538 -2.040443 -0.1 0.0 -0.1 -0.004
C 0.947409 -5.088999 -0.800176 0.0 -0.1 0.1 0.004
C 1.340498 -3.772054 -0.642918 0.1 0.1 -0.1 0.001
C 3.475889 -1.170288 -0.696228 -0.1 0.2 0.1 -0.011
C 3.850799 0.058883 -0.148722 0.0 -0.1 -0.1 0.011
C 5.145513 0.259620 0.303432 0.1 0.0 -0.1 0.001
C 6.068255 -0.774308 0.226293 0.0 0.1 0.0 0.000
C 5.691630 -2.005465 -0.291748 0.0 -0.1 0.0 0.000
C 4.401814 -2.206111 -0.758486 0.0 0.0 -0.1 0.001
C 2.396566 0.593828 -3.765339 0.3 -0.1 -0.1 -0.024
H 0.697873 3.556401 -3.855697 0.0 0.0 0.0 0.000
H 2.573433 4.179771 -5.345975 0.0 0.0 0.0 0.000
H 4.215469 2.453790 -6.011513 0.0 0.0 0.0 0.000
H 5.027212 0.226486 -5.936981 0.0 0.0 0.0 0.000
H 4.907172 -2.091043 -5.073271 0.0 0.0 0.0 0.000
H 3.376951 -2.616634 -3.237905 0.1 0.0 0.0 -0.001
H 0.815976 -2.673437 -3.809883 0.0 0.0 0.0 -0.001
H 0.093145 -5.010415 -4.072855 0.0 0.0 0.0 0.000
H 0.210484 -6.568650 -2.169333 0.0 0.0 0.0 0.000
H 0.974569 -5.767686 0.042852 0.0 0.0 0.0 0.000
H 1.673955 -3.419552 0.326673 0.0 0.0 0.0 -0.017
H 3.117625 0.857359 -0.087687 0.1 0.0 0.0 -0.002
H 5.439152 1.220106 0.707017 0.0 0.0 0.0 0.000
H 7.084134 -0.620053 0.565956 0.0 0.0 0.0 0.000
H 6.407869 -2.816521 -0.326212 0.0 0.0 0.0 0.000
H 4.118334 -3.168907 -1.167480 0.0 0.0 0.0 0.000
C 3.562815 -2.802521 2.354344 -0.3 0.0 -0.2 -0.008
Sb 2.025931 -1.281706 2.416695 0.4 0.7 -0.2 0.004
C 3.242869 0.375571 3.059703 -0.2 -0.1 -0.1 -0.008
C 1.581168 -1.952540 4.466570 -0.4 0.1 -0.5 -0.012
C 0.620800 -1.178866 5.296740 -0.1 0.1 0.1 0.008
C 1.100563 -0.231236 6.202238 0.1 0.0 -0.1 -0.003
C 0.251663 0.450602 7.056205 0.0 0.1 0.0 0.002
C -1.111225 0.193304 7.013737 0.0 0.0 0.0 -0.002
C -1.603405 -0.731508 6.109591 0.0 0.0 -0.1 0.002
C -0.758507 -1.429508 5.243371 0.0 0.1 0.3 -0.014
C -1.334598 -2.410473 4.295938 0.0 0.2 -0.6 0.025
Sb -1.656700 -1.553981 2.288747 -0.5 -0.4 0.4 0.018
C -3.473643 -0.542164 2.874822 0.3 0.0 -0.1 0.023
C -2.645721 -3.350892 1.631484 0.3 0.2 -0.1 0.011
H 4.481222 -2.384263 2.762466 0.0 0.1 0.0 -0.001
H 3.751200 -3.158829 1.349360 0.0 0.0 0.0 0.001
H 3.235440 -3.637292 2.972695 0.0 0.0 0.0 0.000
H 4.285680 0.064880 3.064491 0.0 0.0 0.0 -0.001
H 2.928417 0.655500 4.064278 0.0 0.0 0.0 0.000
H 3.104011 1.224454 2.394442 0.0 0.0 0.0 0.001
H 2.577299 -1.921591 4.907709 0.1 0.0 -0.1 -0.001
H 1.282709 -2.995028 4.355567 0.1 0.0 0.0 -0.001
H 2.168312 -0.045844 6.249455 0.0 0.0 0.0 0.000
H 0.652248 1.165815 7.762422 0.0 0.0 0.0 0.000
H -1.784388 0.695391 7.696172 0.0 0.0 0.0 0.000
H -2.666444 -0.942221 6.077569 0.0 0.0 0.0 0.000
H -2.334964 -2.720545 4.594181 0.0 -0.1 0.0 0.003
H -0.718275 -3.295430 4.137107 -0.1 0.0 0.1 0.002
H -4.128824 -1.282070 3.332895 0.0 0.0 0.0 0.003
H -3.966439 -0.105641 2.007883 0.0 0.0 0.0 0.000
H -3.243924 0.242603 3.595076 0.0 0.0 0.0 -0.001
H -2.978850 -3.900315 2.510733 0.0 0.0 0.0 0.004
H -1.970679 -3.961511 1.036151 0.0 0.0 0.0 -0.003
H -3.502606 -3.073345 1.021794 0.0 0.0 0.0 -0.001
Cl -2.993619 -3.691475 -2.074182 0.2 -0.2 -0.1 0.000
C -3.411085 -2.074661 -1.655098 0.4 0.3 0.3 0.004
C -4.686619 -1.610503 -1.984613 -0.2 0.1 0.0 0.001
C -5.089445 -0.347955 -1.645053 0.1 -0.2 0.0 -0.001
Cl -6.678256 0.185104 -2.068840 -0.1 0.1 0.0 0.000
C -4.217064 0.509137 -0.943474 0.1 0.0 0.1 -0.009
C -4.542858 1.823921 -0.548828 0.0 0.1 0.1 -0.003
C -3.623904 2.574450 0.130804 -0.1 0.0 0.0 0.002
C -2.374813 2.013889 0.432185 0.2 -0.1 0.2 0.005
N -2.044081 0.787966 0.089021 0.7 0.2 0.0 0.022
C -2.925866 0.026747 -0.603940 -0.3 -0.3 -0.3 -0.058
C -2.473954 -1.287626 -0.972488 -0.2 0.0 -0.1 0.003
O -1.290368 -1.691098 -0.627766 0.8 0.1 -0.4 0.029
H -5.364181 -2.269540 -2.509892 0.0 0.0 0.0 0.000
H -5.519621 2.218510 -0.793097 0.0 0.0 0.0 0.000
H -3.838922 3.587888 0.438556 0.0 0.0 0.0 0.000
H -1.626753 2.580676 0.973678 -0.1 0.0 0.0 0.000
F 0.824364 5.284842 3.020875 0.0 0.1 0.0 0.000
C 0.786529 4.076077 2.439018 0.0 -0.1 0.0 0.003
C 1.263782 3.935876 1.150051 0.0 0.1 0.0 -0.003
C 1.192863 2.685830 0.548099 0.0 0.0 0.1 -0.011
C 0.661900 1.585419 1.220510 0.4 -1.0 -1.1 -0.100
C 0.222180 1.763664 2.530892 0.0 -0.1 0.0 0.029
C 0.274103 3.006211 3.148107 0.0 0.1 0.0 0.003
H 1.675500 4.791715 0.631475 0.0 0.0 0.0 0.000
H 1.566127 2.583577 -0.465122 0.0 0.0 0.0 -0.004
H -0.173404 0.928594 3.101313 0.0 0.0 0.0 -0.018
H -0.079523 3.148024 4.160963 0.0 0.0 0.0 0.000

=====

(5)
53
Properties=species:S:1:pos:R:3:forces:R:3:lowdin_charge:R:1 method="wB97M-V/def2-TZVPD" lumo_ha=-0.19889 total_charge=+1 e_homo_ev=-12.19 orbital_gap_ev=6.780
C -6.135293 1.186474 -2.120252 5.2 -5.7 -6.7 0.050
C -5.594545 0.298600 -3.099014 -2.7 5.7 6.6 -0.094
C -4.767922 -0.696483 -4.159299 -0.9 1.8 -0.1 -0.186
C -3.275884 -0.008771 -4.353601 -0.1 0.7 0.6 -0.186
C -2.038954 -1.083314 -4.410685 -0.1 0.4 -0.8 -0.140
N -1.290212 -0.935884 -3.069432 1.4 -0.5 2.6 -0.071
C -1.531413 -2.039570 -2.060598 2.7 2.7 2.7 0.079
C -0.823727 -1.970252 -0.562940 0.3 3.3 -3.7 0.080
C 0.126947 -0.668248 -0.259966 -1.7 -0.4 -2.7 0.014
C 0.822130 -0.530741 1.237254 4.0 0.1 1.5 -0.223
O 2.149589 -0.499399 1.389495 -8.9 -0.3 -1.0 0.018
O -0.142804 -0.404009 2.378963 3.6 -4.1 -8.4 -0.054
C 0.352243 0.489908 -1.402798 -2.9 -4.0 -0.5 0.130
C -0.414552 0.296850 -2.840557 1.1 -1.3 3.5 -0.016
C -0.224060 1.492264 -3.968356 -1.2 0.5 0.7 -0.104
C 1.141354 2.393630 -3.756063 7.1 -2.7 -1.8 -0.605
O 2.381932 1.955478 -4.075105 -9.1 2.7 2.2 -0.071
Br 1.047823 4.296341 -3.026930 -0.3 -2.3 -0.8 0.650
H -6.154445 2.060266 -1.307027 -0.2 -2.5 -2.3 0.067
H -5.308790 -0.620470 -5.206456 0.9 -0.4 2.3 0.123
H -4.741130 -1.809348 -3.799813 -0.1 2.3 -0.5 0.112
H -3.243504 0.733460 -5.279542 -0.2 -1.8 1.8 0.137
H -3.120327 0.687292 -3.397586 -0.2 -1.6 -2.1 0.115
H -2.375471 -2.209154 -4.561711 0.7 2.5 0.6 0.145
H -1.277644 -0.859966 -5.290854 -1.6 -0.4 2.0 0.140
H -2.250272 -2.949872 -2.307260 1.7 2.4 0.2 0.152
H -1.039460 -2.842894 0.192004 0.6 2.1 -1.6 0.130
H -1.006721 -0.030138 1.993705 1.7 -1.3 0.5 0.124
H 1.011730 1.421453 -1.141467 -1.4 -2.0 -0.8 0.133
H -1.139475 2.237778 -3.794485 1.9 -1.6 -0.4 0.136
H -0.290894 1.104122 -5.072317 0.5 0.7 2.2 0.136
C 4.321455 -3.142526 2.407551 -0.6 -0.2 -0.2 -0.180
C 3.620883 -3.274227 3.757208 0.0 0.7 -0.1 -0.180
O 4.392624 -4.225307 4.487032 0.8 -0.2 -0.6 -0.195
S 5.955979 -4.093251 4.041042 0.6 -0.2 0.4 0.681
O 6.634216 -3.265311 5.013480 -0.7 -1.2 -1.4 -0.233
O 6.431906 -5.400153 3.651297 -0.6 1.7 0.7 -0.232
O 5.717406 -3.204921 2.694990 0.0 -0.3 1.0 -0.193
H 4.071259 -3.981399 1.750099 0.0 0.0 0.1 0.132
H 4.077155 -2.202500 1.905614 0.3 -0.1 0.2 0.115
H 2.586348 -3.611474 3.658348 0.3 -0.2 0.1 0.134
H 3.643776 -2.327453 4.307141 -0.1 0.0 -0.1 0.134
C 0.619776 4.232002 3.372678 -0.2 0.9 0.2 -0.163
C -0.343101 4.068323 4.545621 0.8 0.1 0.4 -0.163
O -1.419540 3.283206 4.038028 0.1 -0.4 -1.4 -0.180
S -0.841377 2.258961 2.907950 0.2 0.9 1.8 0.708
O -0.615368 0.975812 3.535311 -2.1 6.0 2.2 -0.249
O -1.622193 2.419576 1.703404 0.7 -0.9 1.1 -0.232
O 0.604491 2.979785 2.689369 -1.0 -1.0 0.2 -0.187
H 0.268594 5.002804 2.679077 0.0 0.0 0.1 0.135
H 1.633785 4.474466 3.701728 -0.1 -0.3 -0.1 0.143
H -0.708694 5.026959 4.921294 -0.2 -0.2 -0.2 0.143
H 0.124365 3.511227 5.364432 0.0 0.1 -0.1 0.138

=====

(6)
9
Properties=species:S:1:pos:R:3:forces:R:3:lowdin_charge:R:1 method="wB97M-V/def2-TZVPD" lumo_ha=-0.03641 smiles="N=C=C=NOC=O" relative_energy_ev=4.295 e_homo_ev=-9.31 orbital_gap_ev=8.323
N -2.221518 -1.231385 0.024105 0.3 0.5 0.0 0.184
C -1.551676 -0.207314 -0.032996 -0.3 -0.3 0.0 -0.151
C -0.995477 0.955558 0.036134 0.3 0.0 0.0 -0.080
N -0.104313 1.832898 0.089146 -0.5 -0.4 0.1 0.118
O 1.220468 1.359419 -0.269329 0.2 -0.1 -0.1 -0.042
C 1.630546 0.109922 0.039225 -0.1 -0.3 0.2 -0.328
O 1.020626 -0.771634 0.581049 0.3 0.5 -0.1 0.061
H -1.676499 -2.073627 -0.178492 -0.1 0.0 0.0 0.094
H 2.677843 0.026161 -0.288844 -0.1 0.0 0.0 0.145

=====

| no. | strongest force on any atom (eV/A) |
| --- | --- |
| 1 | 5.1 |
| 2 | 4.3 |
| 3 | 1.2 |
| 4 | 1.7 |
| 5 | 10.2 |
| 6 | 0.6 |